Computed, not measured: a single C5H6O molecule in a non-equilibrium geometry, with ωB97M-V with the def2-TZVPD basis set.

Last column: Mulliken charge in e.
Geometry (Å):
C1 1.02175 -0.48936 0.51956  -0.59
C2 -0.11840 0.36373 0.03137  0.41
C3 0.08211 1.68212 -0.20585  -0.82
C4 -1.40068 -0.32040 -0.02504  -0.70
C5 -2.43611 -0.91471 -0.05188  0.31
H1 1.86038 -0.92467 -1.23972  0.35
H2 0.70965 -1.03562 1.44062  0.28
H3 1.85800 0.17597 0.74089  0.33
H4 -0.72264 2.34032 -0.62635  0.29
H5 1.08244 2.08929 -0.02827  0.25
H6 -3.30993 -1.49926 -0.12141  0.44
O1 1.37344 -1.46742 -0.43392  -0.54

Its spin multiplicity is 1. The calculated total energy comes out at -7326.52801 eV. Its relative energy (zero: lowest compared OMol25 entry of this formula, charge and spin) is 266.0 kJ/mol. The frontier orbital gap is 10.2 eV. The SMILES is C#CC(=C)CO.

---

Computed, not measured: a molecular structure, C3H4CoO3 in a non-equilibrium geometry, with ωB97M-V with the def2-TZVPD basis set.

Last column: Mulliken spin population.
Geometry (Å):
H1 1.16663 -0.20118 -1.35290  0.08
O1 1.18865 0.76480 2.41482  0.04
O2 0.04684 -1.80285 -0.63758  0.89
C1 0.11729 -0.58126 -1.23700  -0.01
C2 -0.64514 0.53521 -0.52131  0.01
O3 0.12949 1.13071 0.53101  0.03
C3 0.19639 0.48791 1.69441  0.13
H2 -0.30778 -0.56600 -2.27597  0.02
H3 -1.56983 0.12726 -0.08389  -0.01
H4 -0.89185 1.34456 -1.22578  0.00
Co1 0.56931 -1.23915 2.69419  3.81

Its spin multiplicity is 6. The calculated total energy comes out at -46938.84433 eV. As for the expectation value of S²: 8.76. Its relative energy (zero: lowest compared OMol25 entry of this formula, charge and spin) is 216.5 kJ/mol. The frontier orbital gap (alpha / beta) is 7.6 / 7.2 eV.

---

Computed, not measured: a single C21H21BrN4O2 molecule, with ωB97M-V with the def2-TZVPD basis set.

Last column: Mulliken charge in e.
Geometry (Å):
O1 -1.21017 -1.27695 -3.31206  -0.63
C1 -1.26832 -1.28348 -2.10003  0.23
C2 -1.71927 -0.19673 -1.28937  -0.66
C3 -1.73466 -0.25943 0.07446  0.66
N1 -2.20607 0.73651 0.87527  0.13
C4 -2.01253 2.12695 0.50506  -0.98
H1 -2.98061 2.63811 0.47803  0.25
C5 -1.07104 2.79892 1.52672  -0.68
N2 -0.22279 1.76896 2.09424  0.49
C6 -0.98342 0.92868 2.99716  -0.76
H2 -0.39280 0.02887 3.19617  0.40
C7 -2.32099 0.58838 2.30951  -1.28
H3 -3.09193 1.29637 2.62816  0.44
H4 -2.67450 -0.40922 2.57283  0.54
H5 -1.18173 1.42311 3.96581  0.39
C8 1.00743 2.27296 2.67117  -1.10
C9 1.89649 2.85186 1.60249  0.55
C10 2.59350 4.03301 1.81173  -0.47
C11 3.41461 4.54724 0.82256  -0.60
C12 3.53857 3.88925 -0.38850  -0.41
C13 2.84208 2.71159 -0.60599  -0.67
C14 2.02916 2.19396 0.38521  -0.11
H6 1.48115 1.27815 0.22183  0.40
H7 2.93482 2.19440 -1.54948  0.41
H8 4.17520 4.29320 -1.16144  0.38
H9 3.95377 5.46663 0.99742  0.38
H10 2.49570 4.55308 2.75453  0.36
H11 1.52041 1.42505 3.13917  0.36
H12 0.81841 3.02444 3.45844  0.36
H13 -0.44396 3.53227 1.01948  0.42
H14 -1.64732 3.32523 2.30758  0.27
H15 -1.56362 2.16945 -0.48443  0.48
N3 -1.30860 -1.42427 0.65977  -0.01
C15 -0.86962 -2.54692 -0.01599  0.39
O2 -0.52806 -3.53012 0.60106  -0.64
N4 -0.86782 -2.44209 -1.38144  0.22
C16 -0.42921 -3.57234 -2.13042  -0.02
C17 -1.25805 -4.11221 -3.10453  -0.21
C18 -0.83504 -5.20155 -3.84272  -0.66
C19 0.41124 -5.74634 -3.58791  0.08
C20 1.24437 -5.21968 -2.61655  -0.67
C21 0.82258 -4.12194 -1.89015  -0.17
H16 1.46131 -3.70000 -1.13080  0.39
H17 2.21294 -5.65817 -2.43213  0.41
Br1 0.99130 -7.25381 -4.59239  -0.20
H18 -1.47013 -5.62482 -4.60550  0.41
H19 -2.22551 -3.67528 -3.29236  0.38
H20 -1.25151 -1.50489 1.66399  0.19
H21 -2.07578 0.66362 -1.82567  0.56

Its spin multiplicity is 1. The calculated total energy comes out at -102216.82138 eV. Its relative energy (zero: lowest compared OMol25 entry of this formula, charge and spin) is 0.0 kJ/mol. The frontier orbital gap is 8.9 eV. The SMILES is O=c1cc(N2CCN(Cc3ccccc3)CC2)[nH]c(=O)n1-c1ccc(Br)cc1.

---

Computed, not measured: a gas-phase ion, C9H12O4P (charge -1) in a non-equilibrium geometry, with ωB97M-V with the def2-TZVPD basis set.

Last column: Mulliken charge in e.
Geometry (Å):
C1 -3.12104 0.36098 0.17940  -0.66
C2 -2.88254 1.74839 0.17499  -0.27
C3 -1.97181 -0.40420 0.22434  -0.61
C4 -1.62155 2.32512 0.18289  -0.70
C5 -0.64362 0.07840 0.13881  0.64
C6 -0.55825 1.52082 0.36888  0.29
C7 0.70796 -0.98113 1.86365  -1.56
C8 1.83313 -0.55633 -2.18632  -1.15
C9 0.48866 -0.91148 0.30823  0.56
O1 3.21541 -1.86296 -0.23010  -0.75
O2 2.88572 0.63788 0.04817  -0.84
O3 0.68375 2.20243 0.55723  -0.59
O4 0.06542 -2.12770 -0.38272  -0.59
P1 2.30702 -0.69354 -0.40609  0.95
H1 -4.14069 0.02869 -0.02602  0.37
H2 -3.77406 2.36911 -0.08896  0.23
H3 -2.22850 -1.48393 0.09182  0.23
H4 -1.34896 3.28684 0.03384  0.53
H5 -0.09733 -1.47641 2.40883  0.41
H6 0.82718 -0.01511 2.28948  0.40
H7 1.73409 -1.55516 2.05545  0.33
H8 1.67598 0.53087 -2.31150  0.23
H9 2.70454 -0.83919 -2.67237  0.47
H10 1.05448 -1.14414 -2.70768  0.35
H11 1.32068 1.51262 0.69509  0.34
H12 0.88432 -2.55086 -0.60934  0.39

Its spin multiplicity is 1. The calculated total energy comes out at -27008.80859 eV. As for the charge: -1. Its relative energy (zero: lowest compared OMol25 entry of this formula, charge and spin) is 0.0 kJ/mol. The frontier orbital gap is 8.4 eV. The SMILES is C[C@@](O)(c1ccccc1O)[P@](C)(=O)[O-].

---

Computed, not measured: a molecular structure, C20H34IN2O4S5SiV, with ωB97M-V with the def2-TZVPD basis set.

Last column: Mulliken spin population.
Geometry (Å):
V1 0.52067 -0.13760 0.93769  2.06
S1 2.93879 -0.30500 1.00458  0.00
S2 3.07513 1.19060 2.45251  0.01
S3 1.05917 1.59799 2.71917  -0.04
S4 0.14015 -0.13914 3.28349  -0.04
S5 1.31238 3.55448 -1.65279  0.00
C1 -0.26098 3.68925 -0.99266  0.00
C2 -0.56083 2.57063 -0.29354  0.03
N1 0.43350 1.62127 -0.27809  -0.02
C3 1.48243 2.02372 -0.95430  0.02
H1 -0.87192 4.56264 -1.13871  0.00
H2 -1.47910 2.37784 0.23733  0.00
H3 2.38929 1.43788 -1.01695  0.00
C4 1.29504 -1.22685 -2.97474  -0.01
C5 2.29799 -2.36053 -2.77304  0.00
C6 3.71938 -1.81788 -2.82448  0.00
C7 2.09113 -3.44568 -3.82239  0.00
O1 2.14981 -2.94954 -1.48074  0.00
Si1 0.82266 -3.17560 -0.55603  0.00
O2 0.36466 -1.79055 0.13409  -0.02
O3 -0.37486 -3.71701 -1.54324  0.00
C8 -1.54397 -4.47660 -1.21446  0.00
C9 -1.17010 -5.95355 -1.16560  0.00
C10 -2.53539 -4.21709 -2.34054  0.00
C11 -2.12880 -4.02254 0.11928  0.00
O4 1.11339 -4.35826 0.51620  -0.01
C12 2.01307 -4.55286 1.61688  0.00
C13 1.84904 -6.01303 2.01295  0.00
C14 1.61230 -3.63931 2.76729  0.00
C15 3.44106 -4.27577 1.16794  0.00
H4 1.45642 -0.74408 -3.94066  0.00
H5 1.41675 -0.47867 -2.18864  0.01
H6 0.27264 -1.60903 -2.94621  0.00
H7 3.93232 -1.37469 -3.79916  0.00
H8 4.42992 -2.62537 -2.64575  0.00
H9 3.86338 -1.06302 -2.04886  0.00
H10 2.23954 -3.04661 -4.82780  0.00
H11 1.08212 -3.85197 -3.74854  0.00
H12 2.80339 -4.25563 -3.66123  0.00
H13 -0.74693 -6.26171 -2.12289  0.00
H14 -2.04940 -6.56814 -0.96141  0.00
H15 -0.43024 -6.12757 -0.38573  0.00
H16 -2.09869 -4.50297 -3.29821  0.00
H17 -2.78848 -3.15597 -2.37908  0.00
H18 -3.45316 -4.78848 -2.19156  0.00
H19 -1.43178 -4.21497 0.93553  0.00
H20 -3.05659 -4.55952 0.32703  0.00
H21 -2.34600 -2.95342 0.09483  0.00
H22 0.81836 -6.20669 2.31530  0.00
H23 2.50726 -6.26050 2.84702  0.00
H24 2.09217 -6.66362 1.17204  0.00
H25 0.55163 -3.76632 2.99797  0.00
H26 1.79081 -2.59363 2.51883  0.00
H27 2.18928 -3.88067 3.66195  0.00
H28 3.69990 -4.90764 0.31717  0.00
H29 4.13720 -4.48343 1.98319  0.00
H30 3.56016 -3.23245 0.87764  0.00
I1 -5.47427 -0.60522 2.55512  0.00
C16 -4.02007 -0.47499 1.08230  0.00
C17 -4.33379 -0.62723 -0.25750  0.00
C18 -3.31122 -0.54618 -1.19163  0.00
C19 -2.02292 -0.32167 -0.74842  0.02
N2 -1.72272 -0.15964 0.54724  -0.02
C20 -2.70046 -0.23419 1.44591  0.01
H31 -5.35335 -0.81451 -0.56695  0.00
H32 -3.50530 -0.67011 -2.24748  0.00
H33 -1.19180 -0.28979 -1.44166  -0.01
H34 -2.41281 -0.09904 2.48048  0.00

Its spin multiplicity is 3. The calculated total energy comes out at -128313.80873 eV. As for the expectation value of S²: 2.02. Its relative energy (zero: lowest compared OMol25 entry of this formula, charge and spin) is 12.0 kJ/mol. The frontier orbital gap (alpha / beta) is 7.2 / 7.4 eV.

---

Computed, not measured: 6 unconnected molecules or ions with the total composition C23H52BClN3O14P, with ωB97M-V with the def2-TZVPD basis set.

Last column: Mulliken charge in e.
Geometry (Å):
C1 -1.28559 6.18069 -5.46741  -0.68
O1 -1.10564 5.14085 -6.40090  -0.54
C2 -1.97202 4.03991 -6.20508  0.84
N1 -1.54126 3.08466 -7.22636  -0.72
B1 -1.81508 3.41648 -4.69479  0.44
O2 -2.38540 3.94355 -3.57407  -0.46
O3 -1.09569 2.24555 -4.52167  -0.25
C3 -3.46289 4.33105 -6.54179  -0.86
Cl1 -3.58686 5.37931 -7.99056  -0.16
N2 -4.24635 4.87645 -5.44798  0.05
P1 -5.74149 4.04724 -5.22454  -0.04
N3 -6.50381 5.22166 -4.21887  -0.58
O4 -5.22972 2.98226 -4.09871  -0.48
H1 -2.32690 6.48056 -5.35159  0.22
H2 -0.86569 5.92366 -4.48782  0.18
H3 -0.73269 7.04934 -5.82769  0.39
H4 -2.04040 2.21241 -7.10666  0.25
H5 -0.55087 2.90377 -7.12545  0.28
H6 -2.66320 4.86625 -3.67469  0.05
H7 -0.15143 2.42445 -4.48282  0.21
H8 -3.89259 3.36878 -6.83531  0.55
H9 -4.40152 5.87260 -5.55782  0.36
H10 -7.36867 5.49438 -4.67812  0.27
H11 -6.78213 4.75704 -3.35930  0.26
H12 -4.49828 3.35338 -3.57843  0.38
O5 1.48081 0.35926 -4.28844  -0.62
C4 0.66139 -0.29452 -3.69698  0.93
O6 0.56361 -0.14346 -2.36465  -0.37
C5 -0.50569 -0.71046 -1.59599  -0.38
C6 -0.22342 -2.13908 -1.18738  -0.87
C7 -0.20233 -1.31331 -4.40024  -1.18
H13 -1.45205 -0.60958 -2.12836  0.28
H14 -0.57130 -0.07702 -0.71316  0.38
H15 -0.13880 -2.79668 -2.05354  0.29
H16 -1.01907 -2.51437 -0.54477  0.42
H17 0.71431 -2.19229 -0.63550  0.12
H18 0.34461 -2.25423 -4.45490  0.34
H19 -0.38460 -0.95352 -5.40904  0.30
H20 -1.16390 -1.48635 -3.92521  0.37
O7 -2.65484 6.86446 -2.89787  -0.56
C8 -2.37191 6.78028 -1.72965  0.90
O8 -3.07215 5.92551 -0.96903  -0.29
C9 -2.71038 5.60186 0.37933  -0.45
C10 -3.27810 6.59278 1.37269  -1.03
C11 -1.31124 7.65260 -1.10416  -1.25
H21 -1.62885 5.49745 0.47066  0.37
H22 -3.13792 4.61495 0.54477  0.35
H23 -2.87506 7.59387 1.21849  0.27
H24 -3.04194 6.28189 2.39046  0.37
H25 -4.36106 6.65086 1.26710  0.31
H26 -1.76985 8.59742 -0.81363  0.31
H27 -0.55290 7.85282 -1.85629  0.32
H28 -0.82518 7.21302 -0.23756  0.40
O9 0.37422 -3.05631 2.12257  -0.58
C12 1.51807 -2.74415 2.31438  0.85
O10 1.84683 -1.43888 2.19332  -0.40
C13 3.12781 -0.92253 2.56390  0.07
C14 4.14088 -1.04667 1.44543  -1.02
C15 2.59407 -3.76413 2.59342  -0.79
H29 3.47686 -1.39121 3.48581  -0.10
H30 2.95176 0.12836 2.78877  0.41
H31 4.33046 -2.08907 1.18963  0.26
H32 5.08599 -0.58863 1.73821  0.40
H33 3.77169 -0.54672 0.55010  0.26
H34 2.97376 -4.14604 1.64613  0.35
H35 2.15325 -4.58724 3.15013  0.10
H36 3.42882 -3.38910 3.18119  0.20
O11 4.07866 -6.83398 1.45022  -0.57
C16 3.28902 -7.46641 2.09913  0.86
O12 3.21103 -7.23453 3.42328  -0.33
C17 2.18160 -7.78137 4.26124  -0.10
C18 2.53051 -9.16713 4.75813  -1.24
C19 2.44358 -8.55078 1.47190  -1.10
H37 1.21889 -7.75698 3.74830  0.39
H38 2.11413 -7.09063 5.10077  0.15
H39 2.61844 -9.87982 3.93737  0.32
H40 1.76127 -9.52439 5.44263  0.38
H41 3.48386 -9.14590 5.28519  0.31
H42 3.01934 -9.47562 1.46068  0.27
H43 2.23223 -8.25887 0.44699  0.32
H44 1.49662 -8.72770 1.97553  0.36
O13 1.76712 -5.50497 7.33909  -0.59
C20 1.95633 -4.35808 7.03958  0.83
O14 3.22723 -3.90124 7.02106  -0.38
C21 3.57876 -2.62488 6.48434  0.32
C22 3.46452 -1.50878 7.50096  -1.13
C23 0.81661 -3.41001 6.74393  -0.99
H45 2.99366 -2.42656 5.58431  -0.30
H46 4.61655 -2.72651 6.16903  0.39
H47 2.43868 -1.38583 7.84886  0.28
H48 3.79469 -0.56506 7.06593  0.37
H49 4.08393 -1.73062 8.36950  0.31
H50 0.46631 -2.98803 7.68555  0.28
H51 0.00850 -3.98442 6.29959  0.29
H52 1.06743 -2.59900 6.06517  0.31

Its spin multiplicity is 1. The calculated total energy comes out at -80321.14055 eV. The frontier orbital gap is 8.7 eV. The SMILES is CO[C@@](N)(B(O)O)[C@H](Cl)NP(N)O.CCOC(C)=O.CCOC(C)=O.CCOC(C)=O.CCOC(C)=O.CCOC(C)=O.